# 1
269
Properties=species:S:1:pos:R:3:lowdin_charge:R:1 method="wB97M-V/def2-TZVPD" orbital_gap_ev=6.21 total_charge=0
C -18.89084 24.47318 9.23760 -0.08
C -19.27382 24.07461 7.82293 -0.27
C -18.60195 22.82541 7.34146 -0.15
C -19.01100 22.34215 5.88890 -0.04
N -18.00308 21.35911 5.27372 -0.22
C -16.60373 22.03609 5.13618 -0.07
C -16.65844 22.78992 3.82083 -0.13
C -17.75553 22.08279 2.91453 -0.10
C -18.38150 20.98971 3.82209 -0.06
C -17.90757 20.03316 5.97315 0.00
H -17.86496 24.81138 9.38350 0.08
H -19.15241 23.61794 9.86069 0.06
H -19.58329 25.25631 9.54633 0.05
H -19.08491 24.93636 7.18278 0.09
H -20.35322 23.93238 7.87557 0.09
H -18.68455 22.05369 8.10678 0.11
H -17.53136 23.02764 7.37363 0.09
H -19.11546 23.13204 5.14509 0.12
H -19.92532 21.74875 5.88892 0.10
H -15.92487 21.18583 5.07053 0.12
H -16.23033 22.57228 6.00863 0.10
H -15.62305 22.73769 3.48418 0.09
H -16.73250 23.86871 3.95803 0.08
H -17.27435 21.55331 2.09220 0.09
H -18.43010 22.89897 2.65588 0.09
H -17.82747 20.07369 3.61701 0.13
H -19.46757 20.90561 3.78359 0.13
H -18.93873 19.68949 5.89129 0.08
H -17.65549 20.23714 7.01380 0.10
H -17.24840 19.21634 5.67919 0.10
C -13.87478 19.12806 6.66173 -0.47
O -13.59977 20.30015 5.92437 -0.15
O -14.93459 19.49133 7.44001 -0.21
C -14.02438 18.02509 5.50468 -0.59
F -12.83563 17.66307 5.03003 0.13
F -14.53687 16.88770 5.93453 0.13
F -14.86835 18.35798 4.53076 0.12
C -12.28932 20.68775 5.52575 -0.23
C -12.31989 21.83330 4.44796 -0.06
H -13.07037 21.65585 3.67764 0.05
H -12.56050 22.82123 4.84064 0.06
H -11.30712 22.04598 4.10568 0.07
H -11.91890 19.81584 4.98663 0.10
H -11.69354 21.13217 6.32302 0.11
H -13.01372 18.94550 7.30464 0.14
C -22.14180 20.72404 8.10828 -0.07
C -22.67269 20.17464 6.80265 -0.27
O -21.56974 20.17753 5.85729 -0.12
H -21.71660 21.71067 7.92422 0.05
H -21.35290 20.05982 8.46118 0.07
H -22.88313 20.79605 8.90411 0.08
H -23.48009 20.77334 6.38103 0.09
H -22.99776 19.13807 6.89187 0.10
H -21.73621 19.49980 5.19806 0.03
C -15.67001 25.20951 12.68566 -0.09
C -14.67206 24.54904 13.57916 -0.35
O -14.91614 23.17896 13.75015 -0.07
H -16.66752 24.88417 12.98100 0.06
H -15.56460 25.08099 11.60840 0.07
H -15.66813 26.29126 12.81957 0.07
H -14.56018 25.08655 14.52078 0.11
H -13.69747 24.64422 13.10040 0.10
H -14.44867 22.95652 14.55860 0.08
C -13.56279 22.26079 10.15704 -0.09
C -13.48278 22.86216 8.84071 -0.34
O -14.69213 22.64877 8.12783 -0.10
H -12.79571 22.71598 10.78353 0.08
H -13.53537 21.17248 10.21124 0.08
H -14.53697 22.50687 10.57954 0.07
H -12.62675 22.46736 8.29347 0.11
H -13.31157 23.93515 8.92715 0.11
H -14.76902 21.69679 8.03072 0.04
C -17.74285 21.77797 11.71075 -0.06
C -17.26127 20.68104 10.70979 -0.32
O -16.43368 19.68277 11.26707 -0.07
H -17.71529 21.34398 12.71025 0.07
H -18.70606 22.16026 11.37287 0.05
H -17.00262 22.57581 11.65059 0.05
H -16.79451 21.18964 9.86626 0.09
H -18.16280 20.19863 10.33213 0.09
H -15.89051 19.35340 10.54729 0.07
C -17.44723 25.91813 1.79846 -0.05
C -17.41052 27.14602 2.70937 -0.27
O -18.63673 27.56120 3.29597 -0.09
H -18.11590 26.13000 0.96413 0.07
H -17.87595 25.11152 2.39317 0.05
H -16.48907 25.55690 1.42492 0.06
H -16.89015 28.00655 2.28889 0.12
H -16.97946 26.77542 3.63940 0.09
H -19.21495 27.85839 2.58961 0.09
C -20.85028 28.07283 7.85240 -0.05
C -20.16243 29.40524 7.36685 -0.28
O -20.60091 29.62804 6.01466 -0.08
H -20.59397 27.60780 8.80432 0.06
H -20.63084 27.34769 7.06875 0.05
H -21.92816 28.23498 7.85299 0.04
H -19.09593 29.44828 7.58778 0.09
H -20.48549 30.25763 7.96448 0.08
H -21.03662 30.48221 6.06100 0.08
C -21.43190 25.15377 3.35460 -0.08
C -21.17120 25.42930 4.81309 -0.31
O -19.77780 25.63530 4.88221 -0.11
H -21.17230 25.95815 2.66636 0.07
H -22.51561 25.05318 3.41428 0.06
H -21.00668 24.25353 2.91091 0.08
H -21.52037 24.67608 5.51938 0.11
H -21.64498 26.37181 5.08750 0.10
H -19.53752 26.39431 4.34577 0.03
C -23.27813 24.92731 -0.00520 -0.09
C -22.00662 25.62613 -0.58095 -0.24
O -22.29017 27.03145 -0.26995 -0.11
H -23.42563 25.04788 1.06802 0.05
H -23.14687 23.84582 -0.04063 0.06
H -24.21983 25.13090 -0.51496 0.08
H -21.96442 25.39135 -1.64453 0.11
H -21.04465 25.35933 -0.14330 0.09
H -22.68464 26.98475 0.60401 0.05
C -28.04413 18.04556 -0.64950 -0.13
O -27.23818 18.27450 0.48106 -0.23
C -25.79768 18.38540 0.32074 -0.14
C -25.15036 18.95939 1.69876 -0.18
N -25.29863 20.37503 1.79133 -0.09
C -24.37658 21.03732 2.65264 -0.21
C -24.85503 22.55172 2.94076 -0.14
O -26.06878 22.67484 3.76643 -0.21
C -26.04140 22.14027 5.11125 -0.07
H -28.03998 18.77149 -1.46259 0.09
H -29.07017 17.80663 -0.36975 0.08
H -27.72967 17.04942 -0.96082 0.08
H -25.56887 19.09048 -0.47839 0.11
H -25.53782 17.36969 0.02255 0.10
H -24.10172 18.66470 1.73905 0.10
H -25.70973 18.50742 2.51787 0.11
H -26.21431 20.65649 2.11132 0.12
H -23.43092 21.02231 2.11079 0.11
H -24.29364 20.52488 3.61109 0.08
H -24.97211 22.98169 1.94602 0.10
H -23.98076 23.09852 3.29400 0.09
H -25.72742 21.09962 5.03019 0.07
H -27.10743 22.07892 5.33011 0.09
H -25.51728 22.80479 5.79814 0.07
C -25.30716 12.85430 1.32075 -0.08
O -24.55010 14.04213 1.42995 -0.24
C -23.65334 14.44751 0.45517 -0.25
C -22.69450 15.46038 1.07032 -0.17
N -21.66805 16.01439 0.11169 -0.05
C -20.93483 17.12946 0.68701 -0.18
C -19.76237 17.34137 -0.33669 -0.24
O -19.04581 16.13155 -0.36420 -0.23
C -17.89801 16.19049 -1.28584 -0.04
H -26.00119 13.08597 0.51282 0.09
H -25.81709 12.74060 2.27738 0.09
H -24.54302 12.08497 1.20975 0.09
H -24.29302 14.76791 -0.36717 0.12
H -23.13918 13.53107 0.16555 0.12
H -22.31470 15.08573 2.02084 0.11
H -23.35954 16.28201 1.33631 0.09
H -21.18448 15.27890 -0.38362 0.10
H -20.44744 16.87567 1.62836 0.11
H -21.51333 18.05324 0.69505 0.10
H -19.18480 18.19515 0.01768 0.11
H -20.21572 17.57107 -1.30096 0.11
H -17.23249 15.33126 -1.20269 0.07
H -17.37627 17.14411 -1.20529 0.09
H -18.46334 16.01165 -2.20046 0.09
C -17.50451 17.10534 9.36186 -0.09
O -17.91971 15.92048 8.73871 -0.22
C -17.41895 15.59759 7.50023 -0.20
C -18.44533 16.25136 6.55015 -0.21
N -19.78181 15.77875 6.81215 -0.04
C -20.88549 16.61371 6.41571 -0.19
C -20.98429 16.88320 4.87774 -0.16
O -22.01546 17.83728 4.57033 -0.21
C -23.26841 17.30713 4.68609 -0.15
H -16.41897 17.18517 9.30413 0.08
H -17.85388 17.12232 10.39422 0.10
H -17.75144 17.96187 8.73459 0.07
H -17.43634 14.51356 7.38757 0.12
H -16.36122 15.85694 7.54524 0.12
H -18.26980 16.13411 5.48078 0.09
H -18.21929 17.31389 6.63978 0.09
H -19.74075 15.50833 7.78440 0.11
H -20.82078 17.54730 6.97457 0.11
H -21.86475 16.19838 6.65371 0.10
H -20.99172 15.95294 4.30973 0.13
H -20.03515 17.37781 4.67139 0.11
H -23.48111 16.53213 3.94972 0.09
H -24.08383 18.02221 4.57728 0.08
H -23.49027 16.76348 5.60441 0.09
C -18.42537 31.89714 14.31273 -0.07
O -18.43946 30.45340 14.06318 -0.22
C -19.52975 29.58981 14.42277 -0.19
C -19.65130 28.40651 13.42069 -0.18
N -20.64173 27.36905 13.69048 -0.07
C -20.43256 26.17658 12.83711 -0.19
C -20.79673 24.86144 13.48891 -0.23
O -19.63442 24.25850 13.97951 -0.19
C -19.71649 22.90405 14.39945 -0.11
H -19.25161 32.22881 13.68390 0.08
H -17.48103 32.36478 14.03410 0.09
H -18.73020 32.28628 15.28420 0.07
H -20.41429 30.18526 14.64889 0.11
H -19.23601 29.26271 15.42017 0.11
H -18.70992 27.91999 13.16536 0.11
H -20.10134 28.84223 12.52865 0.09
H -20.88268 27.09275 14.63160 0.11
H -19.35177 26.11821 12.70837 0.10
H -20.74958 26.26246 11.79777 0.10
H -21.21763 24.23740 12.70055 0.12
H -21.57398 24.84546 14.25293 0.12
H -20.18984 22.80078 15.37586 0.08
H -18.70694 22.51696 14.53757 0.08
H -20.22729 22.21056 13.73145 0.08
C -21.32088 20.53589 -1.62571 0.04
N -20.08714 20.95879 -0.94964 -0.45
O -20.15752 21.71772 -0.06117 0.09
O -19.01400 20.45248 -1.38776 0.02
H -21.03657 19.85354 -2.42675 0.10
H -21.87398 21.42300 -1.93431 0.10
H -21.94123 19.91658 -0.97786 0.09
C -14.05497 18.66145 1.35219 0.05
N -14.79810 19.91699 0.84377 -0.37
O -14.92499 20.74008 1.75235 0.03
O -15.27297 19.94664 -0.29975 0.06
H -12.96616 18.65229 1.30216 0.09
H -14.18485 17.86135 0.62344 0.08
H -14.33687 18.47778 2.38896 0.07
C -16.10287 25.66137 6.47159 0.06
N -14.74096 26.00976 5.89648 -0.41
O -14.63042 25.87303 4.73177 0.07
O -13.83469 26.34482 6.70492 0.04
H -16.90181 26.29733 6.09033 0.08
H -15.89120 25.87150 7.51999 0.10
H -16.33932 24.63243 6.20053 0.07
C -22.64943 29.30481 11.41998 0.03
N -22.78357 29.77281 10.06466 -0.38
O -23.75729 29.38469 9.35867 0.03
O -22.00057 30.72551 9.72621 0.02
H -23.46449 28.61374 11.63495 0.11
H -22.54735 30.12691 12.12838 0.11
H -21.73138 28.71768 11.39608 0.08
C -16.52097 14.57409 1.50004 0.05
N -17.29767 15.71932 2.15600 -0.37
O -16.82486 16.87923 2.10586 0.03
O -17.92230 15.24290 3.10427 0.04
H -15.64847 15.10870 1.12449 0.09
H -17.22521 14.25130 0.73326 0.08
H -16.14735 13.80170 2.17230 0.10
C -24.18299 25.93540 7.55023 0.02
N -23.45069 24.86098 8.14215 -0.44
O -23.51471 23.82924 7.53151 0.07
O -22.81351 25.09035 9.18890 0.05
H -24.10072 26.83373 8.16207 0.09
H -25.22087 25.61597 7.45612 0.11
H -23.90889 26.20151 6.52937 0.10
C -13.55510 24.68886 1.30416 0.07
N -12.61893 25.69868 1.99805 -0.44
O -11.55057 25.29189 2.47541 0.03
O -12.98606 26.80494 2.18720 0.07
H -14.31996 25.28744 0.80942 0.08
H -13.80560 23.95821 2.07326 0.08
H -12.93799 24.13531 0.59644 0.09
C -16.96703 31.16381 5.58113 0.03
N -16.08298 30.19697 6.33256 -0.36
O -15.09703 30.75067 6.90984 0.04
O -16.43807 28.99533 6.48238 0.03
H -17.57303 30.73486 4.78310 0.09
H -16.41176 31.98305 5.12437 0.09
H -17.66237 31.62330 6.28360 0.10



# 2
13
Properties=species:S:1:pos:R:3:lowdin_charge:R:1 method="wB97M-V/def2-TZVPD" orbital_gap_ev=10.77 de_lowest_kcal_mol=65.6 total_charge=0
C 0.17594 -1.01100 -1.18551 0.00
C -0.28688 0.26649 -0.51821 -0.73
O 0.60225 1.30063 -0.82379 0.03
O -1.60072 0.57191 -0.69345 -0.09
H 0.16402 2.12419 -0.56960 0.11
H -0.42106 -1.84832 -0.83048 0.09
H 0.02839 -0.89181 -2.25750 0.09
H 1.23398 -1.18850 -0.99839 0.08
C 0.47855 0.02471 1.86328 0.03
N -0.44695 0.15383 1.02404 0.02
H -1.69386 0.57656 0.52039 0.19
H 1.49114 -0.22755 1.54734 0.10
H 0.27521 0.14888 2.92186 0.08



no.,HOMO (eV)
1,-6.94
2,-10.02